## a
Density functional theory data (ωB97M-V with the def2-TZVPD basis set) for the ion C5H11N2 with charge +1.

The geometry in XYZ format:
```
18
Properties=species:S:1:pos:R:3:lowdin_charge:R:1
C 1.18 1.25 -0.71 -0.030
C 0.74 0.16 0.27 -0.412
C 1.47 -1.16 0.14 -0.041
N -0.60 -0.13 -0.22 -0.019
C -1.67 -0.63 0.65 -0.016
N -2.67 -0.19 -0.37 0.188
C -1.71 0.75 0.18 -0.054
H 1.15 2.23 -0.36 0.061
H 2.22 1.08 -1.10 0.108
H 0.52 1.13 -1.52 0.068
H 0.71 0.54 1.39 0.186
H 1.86 -1.25 -0.94 0.126
H 0.87 -2.01 0.35 0.065
H 2.24 -1.16 0.85 0.072
H -1.94 -1.26 1.46 0.165
H -3.65 -0.29 -0.13 0.188
H -2.56 -0.47 -1.35 0.192
H -1.79 1.72 0.50 0.153
```

SMILES   CC(C)N1[C@@H]2[NH2+][C@@H]21
Kohn-Sham gap   10.87 eV
LUMO level   -3.304 eV
Highest occupied orbital energy   -14.174 eV
Charge   +1


## b
Density functional theory data (ωB97M-V with the def2-TZVPD basis set) for a structure of composition C5H11N2.

The geometry in XYZ format:
```
18
Properties=species:S:1:pos:R:3:lowdin_charge:R:1
C 1.48 -1.21 -0.46 -0.118
C -0.25 -0.28 0.39 -0.045
C -2.59 0.13 0.27 -0.072
C 2.44 1.12 0.12 0.000
C -1.22 0.44 -0.38 -0.220
N 1.49 0.07 -0.17 0.008
N 0.28 -1.60 -0.15 0.096
H 2.27 -1.93 -0.93 0.198
H -0.39 -0.14 1.47 0.163
H -2.75 0.89 1.14 0.132
H -2.60 -0.73 0.81 0.029
H -3.40 0.04 -0.48 0.103
H 1.88 1.96 -0.16 0.081
H 2.79 1.07 1.10 0.077
H 3.22 0.99 -0.66 0.120
H -1.15 1.53 -0.34 0.131
H -1.20 0.10 -1.41 0.131
H -0.31 -2.45 -0.18 0.186
```

Kohn-Sham gap   11.12 eV
LUMO level   -3.426 eV
Highest occupied orbital energy   -14.549 eV
Charge   +1


## c
Density functional theory data (ωB97M-V with the def2-TZVPD basis set) for the ion C5H11N2 with charge +1.

The geometry in XYZ format:
```
18
Properties=species:S:1:pos:R:3:lowdin_charge:R:1
C 1.33 -0.93 -2.27 0.002
N 0.54 0.14 -1.71 0.069
C 0.14 0.25 -0.53 0.100
N 0.46 -1.00 0.71 0.190
C -0.39 0.17 0.85 -0.581
C -1.87 -0.17 0.87 0.003
C -0.01 1.28 1.81 0.001
H 2.30 -0.54 -2.60 0.112
H 1.47 -1.72 -1.53 0.100
H 0.81 -1.34 -3.14 0.114
H 0.28 0.87 -2.38 0.196
H 1.41 -0.86 1.06 0.096
H -2.13 -0.87 0.08 0.095
H -2.47 0.73 0.78 0.100
H -2.08 -0.65 1.82 0.107
H 1.06 1.47 1.81 0.093
H -0.31 0.97 2.81 0.104
H -0.54 2.19 1.56 0.100
```

SMILES   C/[NH+]=C1\NC1(C)C
Kohn-Sham gap   10.55 eV
LUMO level   -4.337 eV
Highest occupied orbital energy   -14.890 eV
Charge   +1


Stability ranking, top entry: b; the second entry is 0.0152 hartree less favorable.